A cluster of 2 separate species, C9H14O in total in a non-equilibrium geometry. Source: the Open Molecules 2025 dataset; level of theory: ωB97M-V/def2-TZVPD.

XYZ file:
```
24
Properties=species:S:1:pos:R:3
C 0.03332 3.00195 0.52726
C 0.82084 1.74414 0.35889
C 2.04250 1.73202 0.94585
C 2.73495 0.48561 1.01797
C 2.39405 -0.50091 0.15660
O 3.22603 -1.57354 0.14461
C 1.25216 -0.35468 -0.71567
C 0.46321 0.80542 -0.64306
H -1.08505 2.89647 0.56376
H -0.01042 3.82340 -0.19186
H 0.26137 3.52137 1.51436
H 2.50824 2.49262 1.45542
H 3.51832 0.25274 1.69784
H 2.81868 -2.47564 0.07942
H 0.93970 -1.20719 -1.37586
H -0.39914 1.15685 -1.19895
C -2.70146 -2.70064 -0.43790
C -2.66596 -1.20233 -0.67941
H -1.69386 -3.26640 -0.42983
H -3.09955 -2.89950 0.67394
H -3.38963 -3.27423 -1.14202
H -3.61985 -0.82001 -1.08952
H -2.00165 -0.87103 -1.47380
H -2.34678 -0.76648 0.24198
```

Results
total charge	0
ΔE to the lowest compared entry with this formula, charge and spin	172.99	kJ/mol
HOMO level	-8.48	eV
multiplicity	1
orbital gap	9.22	eV
SMILES string	Cc1ccc(O)cc1.CC

Atomic partial charges in e from the natural (NBO) method, atoms 1 to 2: C -0.648; C -0.056


A structure of composition C47H52BrN3O5PTeTi. Source: the Open Molecules 2025 dataset; level of theory: ωB97M-V/def2-TZVPD.

XYZ file:
```
111
Properties=species:S:1:pos:R:3
Ti 1.27195 1.18328 1.38082
Br 8.55331 2.63389 1.64493
C 6.75634 2.20726 1.23407
C 6.47972 1.28836 0.21738
C 5.18203 0.96286 -0.08213
C 4.09465 1.51031 0.62856
O 2.87683 1.15195 0.30035
C 4.39227 2.46322 1.63816
C 3.35669 3.23386 2.29111
N 2.11168 2.90221 2.28098
C 1.09759 3.80686 2.67459
C 1.11816 4.64547 3.75135
C 0.05957 5.56324 3.93943
C -0.97139 5.64308 3.04812
C -1.02371 4.77076 1.93476
C -2.05202 4.77868 0.96035
C -2.02348 3.87081 -0.05674
C -0.98887 2.91358 -0.09528
N -0.01086 2.88773 0.77731
C -0.00568 3.81790 1.77716
C 5.72822 2.80403 1.91309
H 7.29494 0.83851 -0.33337
H 4.95304 0.25029 -0.86385
H 3.67842 4.15805 2.77393
H 1.93373 4.59789 4.46097
H 0.08188 6.22033 4.79837
H -1.76309 6.36928 3.18281
H -2.85364 5.50338 1.03902
H -2.79751 3.83899 -0.81203
H -0.98724 2.12964 -0.84362
H 5.93574 3.54618 2.67424
C 1.30095 -5.04521 3.36519
C 1.14893 -4.30073 2.05966
O 2.40142 -3.67627 1.71930
P 2.37406 -2.08241 1.36315
O 2.36484 -2.04321 -0.25081
C 3.33266 -2.68886 -1.09342
C 3.24327 -2.05670 -2.46386
O 3.96968 -1.80655 1.61062
C 4.35759 -1.74150 2.99040
C 5.77369 -1.22357 3.07017
H 0.36596 -5.54982 3.61408
H 1.53345 -4.34880 4.17133
H 2.09666 -5.78807 3.30033
H 0.36252 -3.54756 2.14142
H 0.88375 -4.97656 1.24420
H 3.10906 -3.75780 -1.12948
H 4.32831 -2.56133 -0.66758
H 2.25165 -2.18880 -2.89735
H 3.97794 -2.50673 -3.13429
H 3.43936 -0.98571 -2.39747
H 4.28089 -2.73974 3.43020
H 3.66938 -1.08036 3.53022
H 6.46086 -1.89698 2.55753
H 6.08206 -1.14172 4.11368
H 5.84627 -0.23690 2.61126
C -7.99686 1.66966 -2.39599
C -6.63926 1.05375 -2.18727
C -6.08750 0.19614 -3.12290
C -4.84197 -0.40264 -2.94141
C -4.37321 -1.38179 -3.98102
C -4.10352 -0.09075 -1.79234
Te -2.12229 -0.76005 -1.41443
N -0.38529 0.04622 1.36751
C -0.16235 -0.15800 2.60732
O 0.80448 0.55882 3.22408
C -0.81718 -1.20976 3.44253
C -1.78517 -2.02690 2.86190
C -2.36598 -3.04753 3.59610
C -1.98143 -3.25755 4.91630
C -1.02063 -2.44295 5.49773
C -0.43818 -1.41892 4.76165
C -1.28251 -0.74750 -3.36946
C -1.30707 0.39132 -4.18306
C -2.01148 1.67976 -3.84046
C -0.65942 0.34749 -5.42031
C 0.02583 -0.77241 -5.85374
C 0.70859 -0.80378 -7.19469
C 0.06584 -1.87909 -5.01285
C -0.57238 -1.88773 -3.78078
C -0.47009 -3.11700 -2.91798
C -4.68200 0.71318 -0.78691
C -4.06924 0.89950 0.57546
C -5.92914 1.28278 -1.01660
H -8.31852 1.57219 -3.43240
H -7.99069 2.73032 -2.14060
H -8.74794 1.18669 -1.76748
H -6.64669 -0.03332 -4.02440
H -5.22516 -1.76882 -4.54079
H -3.85276 -2.22095 -3.51827
H -3.68174 -0.92938 -4.69226
H -2.04019 -1.84414 1.82785
H -3.11641 -3.68378 3.14319
H -2.43223 -4.05700 5.49116
H -0.72198 -2.60922 6.52526
H 0.31846 -0.77480 5.19148
H -1.31939 2.52131 -3.91864
H -2.43771 1.66926 -2.84275
H -2.82991 1.86363 -4.54117
H -0.69248 1.22731 -6.05607
H 0.75236 0.19004 -7.63909
H 0.17261 -1.45681 -7.88681
H 1.72739 -1.18431 -7.10999
H 0.61607 -2.76159 -5.32507
H 0.10422 -3.89183 -3.42538
H -1.46041 -3.51335 -2.68197
H 0.01554 -2.90029 -1.96228
H -2.98719 0.99017 0.56123
H -4.28906 0.03816 1.20947
H -4.48175 1.78073 1.06744
H -6.36952 1.90548 -0.24334
```

Results
total charge	0
ΔE to the lowest compared entry with this formula, charge and spin	140.56	kJ/mol
HOMO level (spin up / spin down)	-6.77 / -7.12	eV
multiplicity	2
orbital gap (spin up / spin down)	6.01 / 6.36	eV

Atomic partial charges in e from the Mulliken method, atoms 1 to 2: Ti -0.271; Br -0.196


A structure of composition CH4N2S2 in a non-equilibrium geometry. Source: the Open Molecules 2025 dataset; level of theory: ωB97M-V/def2-TZVPD.

XYZ file:
```
9
Properties=species:S:1:pos:R:3
C 0.55755 0.16296 -0.05926
H -2.02487 1.03604 -1.28892
H -0.89897 -0.77081 -1.72106
H 0.81888 1.06987 0.36942
H 0.27325 -1.55367 3.26152
N 0.16307 0.04235 -1.48862
N 0.41421 -0.93126 0.53719
S -0.67621 1.60009 -1.75607
S 1.37309 -0.65557 2.14581
```

Results
total charge	0
ΔE to the lowest compared entry with this formula, charge and spin	531.37	kJ/mol
HOMO level	-9.20	eV
multiplicity	1
orbital gap	8.90	eV

Atomic partial charges in e from the natural (NBO) method, atoms 1 to 2: C 0.190; H 0.114


A structure of composition C35H55ClOP4SiW in a non-equilibrium geometry. Source: the Open Molecules 2025 dataset; level of theory: ωB97M-V/def2-TZVPD.

XYZ file:
```
98
Properties=species:S:1:pos:R:3
P -1.53336 -0.93647 -2.90788
C -3.29590 -1.04725 -3.62305
C -3.72779 -0.32128 -4.76110
H -3.06631 0.41475 -5.23034
C -4.98447 -0.51785 -5.34992
H -5.27925 0.07356 -6.21894
C -5.85918 -1.47418 -4.82258
H -6.83455 -1.62327 -5.27015
C -5.44054 -2.24196 -3.72649
H -6.10765 -3.00595 -3.33073
C -4.18320 -2.03805 -3.15463
H -3.86692 -2.67311 -2.32325
C -1.00214 0.46754 -3.91708
C -1.34225 1.72747 -3.42746
H -1.87189 1.80736 -2.47228
C -1.02259 2.87222 -4.16009
H -1.28277 3.85036 -3.75984
C -0.38256 2.74952 -5.39397
H -0.12228 3.64232 -5.96321
C -0.08663 1.49479 -5.91545
H 0.39010 1.38362 -6.89203
C -0.40625 0.34654 -5.18537
H -0.20054 -0.63579 -5.61404
C -0.88965 -2.31558 -3.98045
C -1.53021 -2.86471 -5.12143
H -2.55364 -2.57523 -5.38118
C -0.88629 -3.77504 -5.96829
H -1.40360 -4.17785 -6.83254
C 0.43634 -4.15390 -5.69248
H 0.94151 -4.85350 -6.34681
C 1.08696 -3.61153 -4.58229
H 2.12288 -3.88833 -4.37401
C 0.43423 -2.71436 -3.73969
H 0.95828 -2.29637 -2.87354
W -0.12444 -0.05956 2.47535
C 1.75015 0.85707 2.20666
C 2.01318 1.12078 0.90610
H 2.51373 1.06719 2.98445
C 1.05285 0.70458 -0.20125
O 1.84620 -0.07417 -1.14247
H 1.19486 -0.47496 -1.77870
C -0.24482 -0.12216 -0.03412
H 0.70053 1.65530 -0.64231
C -1.00820 -0.59393 -1.11305
Cl -2.11262 -1.27473 2.93431
P 1.06448 -2.18319 2.79777
P -1.47220 1.97700 2.79327
C 0.54808 -3.29949 4.14280
H -0.49536 -3.59156 3.98739
H 0.63654 -2.82938 5.12683
H 1.18697 -4.19380 4.11634
C 0.73661 -3.17084 1.30670
H 1.14079 -2.65351 0.42515
H -0.34724 -3.29763 1.18388
H 1.21911 -4.15516 1.41067
C 2.89752 -2.21829 2.88295
H 3.27303 -1.66912 3.75360
H 3.31906 -1.76404 1.97786
H 3.22873 -3.26467 2.95392
C -2.44832 2.36013 4.29735
H -1.82090 2.48735 5.18449
H -3.16783 1.55366 4.48197
H -3.00189 3.29457 4.12427
C -0.58457 3.54517 2.45662
H -0.17599 3.51824 1.43744
H 0.24623 3.68573 3.15990
H -1.28327 4.39245 2.54564
C -2.79082 1.96139 1.53722
H -3.40432 1.06124 1.67128
H -2.35247 1.95025 0.53159
H -3.41906 2.85779 1.65454
P 3.63103 1.88957 0.50600
C 4.40199 2.66271 1.93034
C 3.32367 3.13080 -0.75854
H 4.69049 1.90686 2.67957
H 3.72255 3.40016 2.38952
H 5.31494 3.18603 1.59110
H 2.79835 2.65887 -1.60141
H 4.28785 3.54053 -1.09280
H 2.70903 3.93354 -0.32637
C 4.69596 0.58050 -0.11663
H 4.98307 -0.08255 0.71223
H 5.59683 1.03427 -0.55563
H 4.13628 0.01672 -0.87649
H -1.94336 -1.09470 -0.83390
C 0.97529 2.15527 5.42132
Si 0.49700 0.35141 4.89113
C 2.07759 -0.47357 5.67855
C -0.79407 -0.11367 6.24341
H 1.83208 2.52192 4.83955
H 1.30613 2.15607 6.47598
H 0.17335 2.89740 5.34235
H 2.14531 -0.19341 6.74056
H 2.09921 -1.56603 5.64275
H 2.99906 -0.10246 5.21630
H -1.72896 0.45274 6.17191
H -1.06100 -1.17660 6.21367
H -0.39188 0.07945 7.25175
```

Results
total charge	+2
HOMO level (spin up / spin down)	-12.92 / -12.92	eV
multiplicity	3
orbital gap (spin up / spin down)	6.91 / 6.79	eV

Atomic partial charges in e from the Mulliken method, atoms 1 to 2: P 1.801; C 0.081


| no. | E_tot (a.u.) |
| --- | --- |
| 1 | -426.506896 |
| 2 | -6395.673590 |
| 3 | -946.184166 |
| 4 | -3623.495003 |